Computed, not measured: the molecule C6H12O at a distorted geometry, with ωB97M-V/def2-TZVPD.

```
! wB97M-V def2-TZVPD RIJCOSX def2/J DEFGRID3
* xyz 0 1
H 0.11 1.07 1.89
H 1.00 -0.68 -2.07
H 2.16 -1.37 0.84
C 0.82 0.96 1.06
H -0.62 -0.08 -2.07
C -1.88 0.83 -0.04
C -1.05 -0.43 -0.03
H 0.97 -2.31 -0.12
C 1.10 -1.50 0.60
H 0.64 1.08 -1.86
O -1.52 -1.53 -0.24
H 1.79 0.78 1.55
H -2.38 0.82 0.93
H 0.61 -1.84 1.53
C 0.38 0.06 -1.57
C 0.42 -0.21 0.09
H 0.89 1.93 0.57
H -2.62 0.77 -0.84
H -1.31 1.76 -0.13
*
```

gap between HOMO and LUMO: 10.0 eV
calculated total energy: -311.0151 Eh
lowest unoccupied orbital energy: 0.84 eV
structure (SMILES): CC(=O)C(C)(C)C